Record 1
45
Properties=species:S:1:pos:R:3:lowdin_charge:R:1 method="wB97M-V/def2-TZVPD" lumo_ev=-0.0594 orbital_gap_ha=0.378
C -0.335 -4.549 0.112 -0.070
C -1.646 -3.835 -0.389 -0.150
C -1.297 -2.509 -1.006 -0.552
N -0.773 -1.579 -0.131 0.155
O -1.557 -2.146 -2.135 0.056
H 0.522 -4.101 -0.377 0.065
H -0.284 -4.481 1.198 0.070
H -0.449 -5.598 -0.162 0.069
H -2.385 -3.693 0.390 0.110
H -2.070 -4.514 -1.128 0.109
H -0.507 -1.682 0.833 0.110
H -0.463 -0.720 -0.562 0.074
O -2.377 0.684 0.683 -0.061
H -2.638 -0.148 0.275 0.059
H -2.887 0.848 1.474 0.058
O -0.275 4.269 2.364 -0.064
H 0.577 4.040 1.946 0.019
H -0.098 4.265 3.313 0.059
O 2.450 0.789 2.338 -0.037
H 3.404 0.931 2.276 0.077
H 2.136 0.271 1.587 0.045
O -4.535 2.308 0.880 -0.058
H -4.847 2.279 -0.026 0.051
H -4.055 3.119 1.065 0.028
O 2.469 0.787 -1.228 -0.059
H 2.700 0.888 -2.158 0.050
H 1.503 0.805 -1.161 -0.012
O 2.666 -2.654 2.519 -0.057
H 3.272 -2.305 1.863 0.022
H 2.803 -2.227 3.365 0.031
O -1.955 3.437 0.432 -0.077
H -2.214 2.508 0.333 -0.019
H -1.413 3.569 1.230 0.000
O -0.121 1.636 -0.875 -0.069
H -0.844 1.526 -0.223 0.024
H -0.283 2.480 -1.308 0.081
O 1.724 2.977 0.904 -0.077
H 1.033 2.574 0.340 0.009
H 2.023 2.256 1.487 -0.006
O 3.627 -2.018 -1.473 -0.066
H 3.498 -1.181 -0.997 -0.002
H 2.722 -2.342 -1.523 0.022
O 0.799 -0.495 -4.135 -0.052
H 0.992 0.418 -3.919 0.018
H -0.060 -0.824 -3.859 0.018

---

Record 2
21
Properties=species:S:1:pos:R:3:lowdin_charge:R:1 method="wB97M-V/def2-TZVPD" lumo_ev=-8.8030 orbital_gap_ha=0.345 total_charge=+2
O 0.575 -3.285 0.681 0.298
C 0.562 -2.136 0.383 -0.486
O 1.426 -1.171 1.035 -0.123
O 2.365 -0.755 0.045 -0.238
B 2.266 0.695 -0.180 -0.860
O 1.945 1.504 0.906 0.153
O 2.475 1.228 -1.363 0.323
O -0.177 -1.555 -0.593 -0.041
S -1.761 -1.274 -0.107 0.786
O -2.583 -2.098 -0.894 -0.140
O -1.929 -1.449 1.291 -0.172
C -2.097 0.460 -0.695 -0.479
F -1.523 0.546 -1.891 0.159
F -3.366 0.587 -0.854 0.240
C -1.472 1.601 0.191 -0.586
F -0.439 2.147 -0.422 0.202
F -2.373 2.521 0.356 0.257
F -1.072 1.168 1.378 0.179
H 0.981 1.419 0.998 0.097
H 2.281 0.639 -2.108 0.168
Ba 3.917 -0.794 1.844 2.262

---

Record 3
9
Properties=species:S:1:pos:R:3:lowdin_charge:R:1 method="wB97M-V/def2-TZVPD" lumo_ev=-9.0429 orbital_gap_ha=0.276 total_charge=+2
C -0.257 0.437 0.119 -0.206
C -1.492 -0.264 0.221 -0.020
O -2.648 0.452 -0.371 0.189
C -2.890 0.508 0.865 -0.315
O -3.549 0.896 1.741 0.301
O 0.832 -0.173 0.140 -0.258
H -0.288 1.537 0.059 0.156
H -1.551 -1.351 0.142 0.159
Ba 3.598 -0.053 -0.017 1.993

---

Record 4
9
Properties=species:S:1:pos:R:3:lowdin_charge:R:1 method="wB97M-V/def2-TZVPD" lumo_ev="0.5115 / -4.0959" orbital_gap_ha="0.383 / 0.151"
C 1.316 -1.850 -0.447 0.028
C 0.208 -1.439 -0.245 -0.741
C -1.219 1.884 0.082 -0.379
F -1.362 2.133 -1.229 0.013
F 0.047 2.024 0.393 0.056
Br -4.509 0.251 0.076 0.119
Br -1.461 -0.900 -0.095 0.802
H 2.232 -2.267 -0.701 0.011
H -1.895 2.388 0.728 0.091

---

The records above give, respectively, max |F| values of 1.521, 3.797, 1.509, 1.295 eV/A.